{"formula": "C4H8N4", "method": "wB97M-V/def2-TZVPD", "elements": ["C", "N", "C", "N", "C", "C", "N", "N", "H", "H", "H", "H", "H", "H", "H", "H"], "xyz": [[-1.31410, 0.54317, 1.06933], [-1.44640, -0.70718, 0.79313], [-0.71927, -1.69587, 0.06493], [0.36397, -1.88967, -0.68386], [1.40931, -0.85175, -0.91299], [0.66787, 0.33078, -0.38177], [0.75340, 1.67702, -0.00598], [-0.59659, 1.66692, 0.63720], [-2.10795, 0.88038, 1.80016], [-1.32185, -2.59225, 0.00374], [2.28539, -1.29426, -0.39697], [1.71978, -0.99313, -2.02985], [0.55418, -0.06585, 0.60522], [-0.26676, 0.23857, -1.02473], [0.66920, 2.33347, -0.76734], [-0.65018, 2.41963, 1.22977]], "gap_ev": 9.46, "total_charge": 0, "e_lumo_ev": 0.618, "homo_ha": -0.3249, "smiles": "C1=N\\C=N/CCNN/1", "e_above_lowest_kj_mol": 552.9}


{"formula": "C31H39FI2O3Si2", "method": "wB97M-V/def2-TZVPD", "elements": ["C", "C", "O", "C", "C", "O", "Si", "F", "O", "Si", "C", "I", "C", "C", "I", "H", "H", "H", "H", "H", "H", "H", "H", "H", "H", "H", "H", "H", "H", "H", "C", "C", "C", "C", "C", "C", "H", "H", "H", "H", "H", "H", "C", "C", "C", "C", "C", "C", "H", "H", "H", "H", "H", "H", "C", "C", "C", "C", "C", "C", "H", "H", "H", "H", "H", "H", "C", "C", "C", "C", "C", "C", "H", "H", "H", "H", "H", "H"], "xyz": [[2.04722, -0.18716, 2.19530], [0.63832, -0.54072, 1.76284], [0.47976, -1.94382, 1.76893], [-0.32310, -2.46877, 0.75033], [-1.58773, -3.18427, 1.29282], [-1.77829, -2.93482, 2.68580], [-3.21503, -2.45050, 3.26788], [-3.10173, -0.93100, 3.71496], [-4.45155, -2.62865, 2.20871], [-5.39516, -1.30422, 1.79746], [-4.40487, 0.06351, 0.99781], [-3.30344, -0.44325, -0.74037], [-4.30333, 1.33900, 1.40788], [-3.46269, 2.40179, 0.76627], [-5.35141, 2.08889, 3.07877], [2.16092, -0.25282, 3.26773], [2.73056, -0.84061, 1.66523], [2.26612, 0.82144, 1.85904], [-0.07758, -0.09722, 2.45711], [0.46119, -0.10306, 0.78110], [0.26004, -3.20456, 0.19965], [-0.63181, -1.71462, 0.02914], [-1.43713, -4.25047, 1.17779], [-2.42509, -2.86624, 0.68452], [-3.50116, -3.22720, 4.47256], [-6.06144, -0.83990, 3.01680], [-6.45364, -1.73990, 0.87025], [-2.42912, 2.06378, 0.81057], [-3.51126, 3.32869, 1.31779], [-3.71948, 2.53407, -0.27714], [0.82533, 0.00146, -2.75765], [1.95007, 0.49226, -3.40571], [2.04798, 1.84559, -3.69696], [1.02512, 2.71008, -3.33331], [-0.09836, 2.22028, -2.68279], [-0.19990, 0.86599, -2.39883], [0.74849, -1.05439, -2.52886], [2.75141, -0.18025, -3.68301], [2.92289, 2.22807, -4.20663], [1.10549, 3.76616, -3.55689], [-0.89609, 2.89480, -2.39720], [-1.07973, 0.48536, -1.89122], [0.46898, -5.27996, -2.17342], [0.20294, -4.13746, -2.91501], [-1.00657, -3.47524, -2.75823], [-1.94584, -3.95207, -1.85499], [-1.67979, -5.09306, -1.11148], [-0.47305, -5.75910, -1.27337], [1.41088, -5.79795, -2.29725], [0.93820, -3.76353, -3.61616], [-1.21702, -2.58626, -3.34067], [-2.88687, -3.43301, -1.72868], [-2.41227, -5.46152, -0.40480], [-0.26564, -6.65119, -0.69698], [2.91909, -0.77542, 7.50696], [3.99116, -1.62131, 7.75226], [4.23380, -2.69648, 6.90918], [3.40838, -2.92172, 5.81669], [2.33784, -2.07444, 5.56966], [2.09129, -1.00334, 6.41672], [2.72825, 0.06159, 8.16600], [4.63803, -1.44268, 8.60133], [5.06715, -3.35911, 7.10362], [3.59938, -3.75768, 5.15663], [1.69445, -2.25009, 4.71622], [1.25296, -0.34529, 6.22635], [2.50883, 6.35865, -6.55110], [1.49653, 5.67745, -5.89064], [0.61613, 6.36832, -5.06973], [0.74364, 7.74119, -4.91518], [1.75446, 8.42239, -5.57778], [2.63888, 7.73095, -6.39314], [3.19665, 5.81978, -7.18949], [1.39330, 4.60690, -6.01598], [-0.17109, 5.83639, -4.55039], [0.05478, 8.28037, -4.27820], [1.85317, 9.49329, -5.45833], [3.42967, 8.26207, -6.90645]], "gap_ev": 8.98, "total_charge": 0, "e_lumo_ev": -0.162, "homo_ha": -0.3360}


{"formula": "C32H33BrN4O4PZr", "method": "wB97M-V/def2-TZVPD", "elements": ["Zr", "C", "C", "C", "C", "C", "C", "C", "C", "N", "C", "O", "C", "C", "C", "C", "C", "N", "C", "O", "N", "C", "C", "C", "C", "C", "C", "C", "C", "H", "H", "H", "H", "H", "H", "H", "H", "H", "H", "H", "H", "H", "H", "H", "H", "H", "H", "H", "H", "H", "Br", "C", "C", "N", "C", "C", "C", "C", "O", "O", "H", "H", "H", "C", "P", "C", "C", "H", "H", "H", "H", "H", "H", "H", "H", "H"], "xyz": [[-0.06538, 0.08071, 0.54087], [0.44322, 3.71846, 1.89914], [1.87104, 3.12380, 1.83078], [3.10206, 3.86293, 1.76306], [4.29948, 3.23737, 1.77093], [4.36477, 1.85149, 1.86377], [3.25020, 1.10399, 2.02225], [3.36433, -0.36348, 2.45988], [1.95748, 1.74872, 1.99307], [0.82463, 0.91875, 2.19297], [0.46682, 0.76031, 3.53883], [0.98742, 1.22109, 4.51188], [-0.85212, 0.04942, 3.59199], [-1.55521, -0.28281, 4.73874], [-2.79037, -0.91957, 4.62630], [-3.24779, -1.29325, 3.39859], [-2.47231, -0.96942, 2.27189], [-1.31643, -0.31623, 2.41539], [-2.84970, -1.10578, 0.82764], [-3.83194, -1.76751, 0.58552], [-2.05040, -0.44556, -0.08465], [-2.62892, -0.54639, -1.42231], [-3.48150, 0.48070, -1.83189], [-3.83446, 1.65854, -0.94757], [-4.06745, 0.46329, -3.09183], [-3.82596, -0.61983, -3.97002], [-3.00196, -1.64080, -3.53026], [-2.38022, -1.64757, -2.25783], [-1.53215, -2.79694, -1.84492], [0.37783, 4.36180, 0.97888], [0.31873, 4.39387, 2.74433], [-0.26176, 2.89078, 1.88200], [2.94269, 4.98654, 1.79579], [5.21738, 3.82220, 1.71144], [5.31398, 1.38461, 1.99013], [3.02186, -0.53822, 3.51741], [4.39056, -0.62335, 2.40490], [2.89055, -1.12163, 1.84475], [-1.04155, -0.01683, 5.68640], [-3.39578, -1.19237, 5.43831], [-4.20603, -1.81380, 3.26417], [-4.04085, 1.37199, 0.04651], [-4.71460, 2.19495, -1.32780], [-3.01941, 2.34067, -0.69834], [-4.65220, 1.34346, -3.38807], [-4.29888, -0.71915, -4.90687], [-2.85305, -2.55442, -4.12443], [-1.58227, -3.61047, -2.58119], [-1.71444, -3.24920, -0.90775], [-0.43468, -2.53421, -1.85415], [1.46861, -7.12776, -1.15901], [1.93786, -5.37369, -1.48845], [2.82121, -5.02640, -2.50826], [3.23389, -3.76737, -2.73925], [2.75306, -2.82802, -1.89818], [1.86472, -3.15997, -0.89905], [1.44331, -4.41172, -0.65557], [1.29051, -1.99024, -0.22238], [1.48952, -0.76518, -0.69213], [0.51424, -2.06847, 0.76870], [3.15397, -5.72098, -3.25370], [3.06384, -1.78442, -2.05636], [0.62349, -4.69809, 0.03541], [2.06473, 2.16638, -1.45750], [0.30106, 1.83507, -1.43049], [-0.02067, 0.77555, -2.93969], [-0.50098, 3.48297, -1.71025], [2.53732, 1.51729, -2.12139], [2.40186, 1.84612, -0.46318], [2.30834, 3.18383, -1.65501], [0.44523, 1.24479, -3.74625], [-1.09745, 0.68953, -3.07897], [0.41629, -0.17104, -2.66767], [-0.20282, 3.85715, -2.67354], [-0.10770, 4.20093, -1.01279], [-1.60870, 3.41209, -1.65369]], "gap_ev": 7.93, "total_charge": 1, "e_lumo_ev": -3.550, "homo_ha": -0.4219, "e_above_lowest_kj_mol": 0.0}


{"formula": "C3H4N2O2", "method": "wB97M-V/def2-TZVPD", "elements": ["O", "C", "C", "N", "O", "C", "N", "H", "H", "H", "H"], "xyz": [[1.15285, -2.39912, -0.46490], [0.46765, -1.44070, -0.32146], [0.46455, -0.32350, 0.64557], [0.03179, 0.77714, -0.07991], [-0.58580, 1.74207, 0.73780], [-0.81839, 0.18859, -0.97164], [-0.53317, -1.06443, -1.21727], [1.39386, -0.05860, 0.85129], [-0.17816, -0.59432, 1.51798], [0.06043, 2.38408, 0.89972], [-1.45560, 0.78879, -1.59717]], "gap_ev": 10.12, "total_charge": 0, "e_lumo_ev": 0.094, "homo_ha": -0.3686, "smiles": "O=C1CN(O)C=N1", "e_above_lowest_kj_mol": 397.1}


{"formula": "C8H10IrN2", "method": "wB97M-V/def2-TZVPD", "elements": ["C", "C", "C", "C", "C", "Ir", "N", "C", "C", "H", "H", "H", "H", "H", "H", "H", "H", "H", "H", "N", "C"], "xyz": [[-0.88301, 1.17239, -1.52588], [0.51535, 0.92723, -1.75140], [1.26363, 1.65789, -0.76250], [0.32884, 2.36647, 0.06615], [-0.99948, 2.05880, -0.39474], [-0.00696, 0.18255, 0.26828], [-1.25117, -1.35992, 0.68269], [-0.46659, -2.49884, 0.51003], [0.78267, -1.70392, -0.06290], [2.34770, 1.67988, -0.67477], [0.93648, 0.29608, -2.53099], [0.57989, 3.02361, 0.89565], [-1.92912, 2.43379, 0.02614], [-1.70769, 0.76357, -2.10517], [0.91119, -1.91860, -1.12694], [-0.85876, -3.20385, -0.23961], [-2.09319, -1.37121, 1.25910], [1.68643, -1.87268, 0.52535], [-0.19348, -3.02492, 1.44805], [0.61941, 0.20114, 3.32235], [0.41787, 0.19053, 2.17112]], "gap_ev": [3.11, 7.33], "total_charge": -1, "multiplicity": 5, "s_squared": 6.0223, "e_lumo_ev": [3.357, 2.629], "homo_ha": [0.0092, -0.1728]}


{"formula": "C3H13N3", "method": "wB97M-V/def2-TZVPD", "elements": ["C", "C", "N", "H", "H", "H", "H", "H", "H", "H", "N", "C", "N", "H", "H", "H", "H", "H", "H"], "xyz": [[1.81124, 0.81113, -2.17026], [1.21998, 0.76397, -0.77074], [2.18522, 0.55944, 0.28791], [2.73030, 1.41798, -2.10135], [1.24525, 1.40757, -2.88105], [2.13004, -0.15659, -2.55474], [0.50397, -0.05497, -0.72185], [0.60970, 1.66065, -0.67417], [1.98952, 1.05083, 1.14383], [3.16096, 0.65260, 0.05401], [-2.22476, -1.36926, 2.27033], [-1.40508, -0.63318, 1.31786], [-1.78531, -0.68205, -0.10811], [-2.61269, -2.22702, 1.89728], [-3.02220, -0.81575, 2.55845], [-0.37781, -0.98863, 1.35054], [-1.47269, 0.40753, 1.63382], [-2.66619, -0.16590, -0.17460], [-2.01945, -1.63834, -0.35716]], "gap_ev": 9.61, "total_charge": 0, "e_lumo_ev": 1.054, "homo_ha": -0.3146, "smiles": "CCN.NCN", "e_above_lowest_kj_mol": 47.9}


One value per record, in order, for electronic energy: -376.03788; -2704.74951; -4721.58897; -376.61253; -524.43559; -286.33338 hartree.